[1]
Here is a structure of composition C6H11N3O from OMol25. Energies are from ωB97M-V/def2-TZVPD.

Lowest unoccupied orbital energy (spin up / spin down) = 0.3062 / 0.3068 eV
E_HOMO (spin up / spin down) = -6.897 / -6.899 eV
Energy above the lowest of the compared OMol25 structures with the same formula, charge and spin = 99.1 kcal per mole
E = -474.60820 a.u.
Frontier orbital gap (spin up / spin down) = 7.204 / 7.205 eV

ORCA input file:
```
! wB97M-V def2-TZVPD RIJCOSX def2/J DEFGRID3
* xyz 0 1
C -1.60191 -0.53617 -1.76569
C 0.90899 0.13069 1.35390
C 0.78554 -0.12630 -0.79297
C -0.93168 -0.39556 0.69696
C -0.65364 -0.35014 -0.61205
N 0.83439 1.45983 1.73951
N 1.21020 0.95402 -1.53761
N 1.60521 -1.24147 -0.86478
C -1.86148 -0.32795 1.65840
O 1.70982 -0.63545 1.85203
H 1.26149 1.67147 2.63384
H -0.05384 1.91273 1.59156
H 1.20270 -2.03139 -0.37864
H 0.84537 1.84840 -1.25064
H 2.18143 0.97966 -1.81209
H 2.53997 -1.08229 -0.50140
H -2.54709 -0.94567 -1.41016
H -1.81766 0.41579 -2.26002
H -1.18570 -1.20587 -2.52315
H -1.75306 -0.87853 2.58471
H -2.67905 0.38422 1.59831
*
```

Mulliken population analysis, charges in e, atoms 1 to 2: atom 1 (C): -1.410, atom 2 (C): 0.538


[2]
Here is the molecule C6H11N3O2 from OMol25. Energies are from ωB97M-V/def2-TZVPD.

Lowest unoccupied orbital energy = 0.7043 eV
E_HOMO = -8.373 eV
SMILES string = CC(=O)NN(C)C=C=C(N)O
Energy above the lowest of the compared OMol25 structures with the same formula, charge and spin = 65.5 kcal per mole
E = -549.84242 a.u.
Frontier orbital gap = 9.077 eV

ORCA input file:
```
! wB97M-V def2-TZVPD RIJCOSX def2/J DEFGRID3
* xyz 0 1
C -1.27209 -1.36385 -0.75906
C -1.48549 -0.14946 0.21089
O -2.18187 -0.23873 1.19768
N -0.87325 0.98630 -0.16088
N 0.28895 0.83404 -0.96463
C 0.34407 1.97054 -1.78245
C 1.39178 0.54753 -0.15809
C 1.14325 -0.01248 0.96031
C 0.95683 -0.49878 2.22853
N 0.61230 -1.83596 2.34574
O 0.83135 0.31349 3.42208
H -0.49449 -2.02258 -0.37710
H -1.07768 -1.04530 -1.80510
H -2.24007 -1.81766 -0.84319
H -0.77586 1.75903 0.41314
H 0.50264 2.87666 -1.19109
H 0.91019 1.94493 -2.67434
H -0.61725 2.16593 -2.15564
H 2.28154 0.90335 -0.64580
H -0.20231 -1.94995 1.80074
H 0.51142 -2.07998 3.30490
H 0.12099 0.01586 4.07821
*
```

Mulliken population analysis, charges in e, atoms 1 to 2: atom 1 (C): -0.917, atom 2 (C): 0.328


[3]
Here is a cluster of 2 separate species, C6H11N3O3 in total from OMol25. Energies are from ωB97M-V/def2-TZVPD.

Lowest unoccupied orbital energy = 0.5961 eV
E_HOMO = -9.071 eV
SMILES string = CN1CC(=O)C1.N/N=C\OC=O
Energy above the lowest of the compared OMol25 structures with the same formula, charge and spin = 83.6 kcal per mole
E = -625.11865 a.u.
Frontier orbital gap = 9.667 eV

ORCA input file:
```
! wB97M-V def2-TZVPD RIJCOSX def2/J DEFGRID3
* xyz 0 1
C 3.06642 -2.34405 0.26655
N 2.06697 -1.39098 0.69604
C 2.54664 -0.04827 1.06990
C 1.40297 0.51795 0.23654
O 0.91478 1.61101 0.09030
C 1.15733 -0.86894 -0.33532
H 2.57180 -3.26327 -0.06212
H 3.72679 -2.58757 1.10210
H 3.68422 -1.96235 -0.57264
H 2.54842 0.17340 2.15459
H 3.52504 0.21518 0.63584
H 0.12943 -1.24647 -0.30089
H 1.55352 -0.95365 -1.35988
N -2.41890 -1.12790 -1.92420
N -2.63796 -1.06435 -0.56662
C -2.28267 -0.03661 0.05533
O -1.61494 0.99137 -0.59876
C -1.26290 2.08100 0.12927
O -1.47060 2.23227 1.29726
H -2.37985 -2.11743 -2.21812
H -1.60057 -0.59241 -2.23483
H -2.45770 0.13295 1.10553
H -0.77255 2.80049 -0.53005
*
```

Mulliken population analysis, charges in e, atoms 1 to 2: atom 1 (C): -1.013, atom 2 (N): -0.130


[4]
Here is a cluster of 2 separate species, C6H11N3OS2 in total from OMol25. Energies are from ωB97M-V/def2-TZVPD.

Lowest unoccupied orbital energy = 0.1300 eV
E_HOMO = -8.218 eV
Energy above the lowest of the compared OMol25 structures with the same formula, charge and spin = 123.6 kcal per mole
E = -1270.85425 a.u.
Frontier orbital gap = 8.348 eV

ORCA input file:
```
! wB97M-V def2-TZVPD RIJCOSX def2/J DEFGRID3
* xyz 0 1
C -2.17808 0.83907 1.46826
C -0.27935 1.04213 3.17268
C 0.36571 0.70172 0.99892
C -0.11855 0.55527 -0.46775
C 1.03350 0.83797 -1.48291
C 0.07213 -1.36678 -1.99904
H -2.38148 0.44440 0.52795
H -2.48891 0.17790 2.34307
H -2.51748 1.91124 1.34398
H -0.80626 2.26398 3.78166
H -0.53404 -0.04411 3.57347
H 0.86231 1.33432 3.07821
H -0.89696 1.26068 -0.70922
H 1.60834 1.77003 -1.64445
H 1.88146 0.17536 -1.25796
H -0.64332 -2.03847 -2.52329
H 1.04356 -2.07548 -1.70273
N -0.64583 1.10359 1.70797
N -0.70789 -0.66300 -0.92554
N -1.15044 -1.46400 0.05374
O -1.25637 -2.68280 -0.26119
S 1.89289 0.35709 1.60428
S 0.54965 0.12980 -2.89899
*
```

Mulliken population analysis, charges in e, atoms 1 to 2: atom 1 (C): -0.959, atom 2 (C): -0.944


[5]
Here is the ion C6H11N4 with charge +1 from OMol25. Energies are from ωB97M-V/def2-TZVPD.

Lowest unoccupied orbital energy = -4.6772 eV
E_HOMO = -13.166 eV
SMILES string = CC(C)=Nn1c[nH+]c(C)n1
Energy above the lowest of the compared OMol25 structures with the same formula, charge and spin = 198.2 kcal per mole
E = -453.70238 a.u.
Frontier orbital gap = 8.488 eV

ORCA input file:
```
! wB97M-V def2-TZVPD RIJCOSX def2/J DEFGRID3
* xyz 1 1
C -1.60880 -2.21400 1.97810
C -0.23239 -1.65930 1.20811
C 0.98057 -0.95506 2.08483
N -0.21975 -1.81776 -0.16942
N -0.27756 -0.58899 -0.81077
C -1.42198 0.17280 -1.45337
N -0.91814 1.51769 -1.97274
C 0.56053 1.50271 -1.65374
C 1.75968 2.59687 -1.88296
N 0.85802 0.19287 -0.95766
H -2.55173 -1.83664 1.38381
H -1.54114 -1.81104 3.07568
H -1.66410 -3.39806 1.95513
H 0.94588 -1.27386 3.23471
H 2.04043 -1.22419 1.64015
H 0.92714 0.23074 2.08873
H -2.53161 -0.24899 -1.52174
H -1.43092 2.29617 -2.44156
H 2.09367 3.07101 -0.84607
H 2.71044 2.00139 -2.28666
H 1.52177 3.44564 -2.65258
*
```

Mulliken population analysis, charges in e, atoms 1 to 2: atom 1 (C): -0.792, atom 2 (C): 0.679


[6]
Here is the ion C6H11N4 with charge +1 from OMol25. Energies are from ωB97M-V/def2-TZVPD.

Lowest unoccupied orbital energy (spin up / spin down) = -5.6237 / -5.1733 eV
E_HOMO (spin up / spin down) = -13.716 / -13.831 eV
Energy above the lowest of the compared OMol25 structures with the same formula, charge and spin = 129.1 kcal per mole
E = -453.81248 a.u.
Frontier orbital gap (spin up / spin down) = 8.092 / 8.658 eV

ORCA input file:
```
! wB97M-V def2-TZVPD RIJCOSX def2/J DEFGRID3
* xyz 1 1
C 1.29783 -0.52375 -0.11768
C 0.82396 -1.69765 0.59079
C -1.63048 0.31731 -1.14371
C -1.21844 -0.43638 0.98188
C 2.72113 -0.52990 -0.56643
C -0.91417 1.97317 0.59011
N 0.61962 0.51652 -0.37884
N -2.35245 -0.86326 -0.79750
N -2.12667 -1.20583 0.37409
N -0.74198 0.61332 0.05022
H 0.37891 -2.51176 0.03909
H 1.23286 -1.93831 1.55873
H -1.02500 0.15086 -2.04000
H -2.31717 1.14488 -1.34266
H -1.13248 -0.31343 2.04300
H 2.90953 -1.39566 -1.19943
H 3.37483 -0.60481 0.30129
H 2.93829 0.38368 -1.11170
H -0.61375 2.69429 -0.16789
H -1.95189 2.13002 0.87565
H -0.27251 2.09669 1.46097
*
```

Mulliken population analysis, charges in e, atoms 1 to 2: atom 1 (C): 0.964, atom 2 (C): -0.722


[7]
Here is a cluster of 2 separate species, C6H11N5O2 in total from OMol25. Energies are from ωB97M-V/def2-TZVPD.

Lowest unoccupied orbital energy (spin up / spin down) = 0.3154 / 0.3085 eV
E_HOMO (spin up / spin down) = -6.080 / -5.753 eV
Energy above the lowest of the compared OMol25 structures with the same formula, charge and spin = 30.8 kcal per mole
E = -659.42914 a.u.
Frontier orbital gap (spin up / spin down) = 6.395 / 6.062 eV

ORCA input file:
```
! wB97M-V def2-TZVPD RIJCOSX def2/J DEFGRID3
* xyz 0 1
C -1.63280 0.54723 0.56828
C -1.07301 -0.35613 1.41274
C 2.65878 1.45095 -0.01897
C -0.99054 0.69895 -0.84581
C -0.00405 -0.38416 -1.24108
C 0.89492 -0.72161 -0.03129
N -2.71627 1.24087 0.87826
N 0.18651 -0.86543 1.09160
N -1.58371 -0.73874 2.63665
N 0.54869 -0.03084 -2.47159
N 2.09261 -1.33765 -0.06455
O 2.67582 1.34078 1.13485
O 2.79127 1.60078 -1.16061
H -1.76558 0.77470 -1.57312
H -0.53937 1.68844 -0.93230
H -0.52920 -1.34879 -1.42492
H -3.13731 1.82884 0.16056
H 0.54385 -1.37196 2.02736
H -2.24558 -1.48939 2.63650
H -2.02630 -0.03513 3.17483
H 0.99166 0.90597 -2.65038
H -0.09533 -0.28466 -3.24067
H 2.72529 -1.23317 -0.81836
H 2.22967 -1.87987 0.75202
*
```

Mulliken population analysis, charges in e, atoms 1 to 2: atom 1 (C): 0.470, atom 2 (C): -0.183


[8]
Here is the molecule C6H11NO from OMol25. Energies are from ωB97M-V/def2-TZVPD.

Lowest unoccupied orbital energy = 0.7804 eV
E_HOMO = -9.057 eV
SMILES string = CC(=O)N1CCCC1
Energy above the lowest of the compared OMol25 structures with the same formula, charge and spin = 37.8 kcal per mole
E = -365.17131 a.u.
Frontier orbital gap = 9.837 eV

ORCA input file:
```
! wB97M-V def2-TZVPD RIJCOSX def2/J DEFGRID3
* xyz 0 1
C -1.70974 -0.74277 -1.80236
C -1.70032 -0.20721 -0.45214
O -2.73077 -0.22459 0.13760
N -0.55112 0.27873 0.07827
C 0.68772 0.31442 -0.76963
C 1.88661 0.54594 0.27759
C 1.29277 0.29272 1.59767
C -0.19032 0.20942 1.53521
H -0.82386 -0.41115 -2.45837
H -1.72862 -1.86613 -1.85786
H -2.72163 -0.41580 -2.13701
H 0.77117 -0.57080 -1.38642
H 0.59778 1.16959 -1.39108
H 2.67688 -0.15746 0.05646
H 2.24958 1.53339 0.22997
H 1.57828 -0.84302 1.99595
H 1.78692 0.79382 2.37423
H -0.65780 -0.80402 1.86385
H -0.71355 1.10492 2.10810
*
```

Mulliken population analysis, charges in e, atoms 1 to 2: atom 1 (C): -0.909, atom 2 (C): 0.563


[9]
Here is a cluster of 2 separate species, C6H11NO in total from OMol25. Energies are from ωB97M-V/def2-TZVPD.

Lowest unoccupied orbital energy = 0.9168 eV
E_HOMO = -8.048 eV
SMILES string = C/C=C\N.C=CC=O
Energy above the lowest of the compared OMol25 structures with the same formula, charge and spin = 60.9 kcal per mole
E = -365.13438 a.u.
Frontier orbital gap = 8.965 eV

ORCA input file:
```
! wB97M-V def2-TZVPD RIJCOSX def2/J DEFGRID3
* xyz 0 1
C 0.97421 -1.03699 -1.35401
C 0.88456 -0.76634 0.11322
C 1.30471 0.40430 0.67844
N 2.00979 1.36515 -0.03648
H 2.01909 -1.18312 -1.63723
H 0.41273 -1.92888 -1.62112
H 0.59197 -0.18017 -1.91255
H 0.59083 -1.57526 0.76483
H 1.40855 0.46288 1.75597
H 2.25503 2.18851 0.49312
H 1.56092 1.62406 -0.90749
C -2.41366 -0.79337 1.01042
C -1.72304 -0.21873 0.02716
C -0.93414 1.04528 0.21747
O -0.70484 1.79427 -0.72452
H -2.29941 -0.47786 2.03714
H -3.09565 -1.60930 0.83189
H -1.88590 -0.50431 -1.00390
H -0.95574 1.38986 1.26764
*
```

Mulliken population analysis, charges in e, atoms 1 to 2: atom 1 (C): -1.229, atom 2 (C): -0.089


[10]
Here is the molecule C6H11NO from OMol25. Energies are from ωB97M-V/def2-TZVPD.

Lowest unoccupied orbital energy = 0.7886 eV
E_HOMO = -9.114 eV
SMILES string = C=C(C)C[C@H](N)C=O
Energy above the lowest of the compared OMol25 structures with the same formula, charge and spin = 60.4 kcal per mole
E = -365.13519 a.u.
Frontier orbital gap = 9.902 eV

ORCA input file:
```
! wB97M-V def2-TZVPD RIJCOSX def2/J DEFGRID3
* xyz 0 1
C 1.74079 -1.09197 1.18423
C 0.46605 -0.69670 0.95955
C -0.27171 0.01512 2.02402
C -0.34150 -0.82063 -0.33349
C -0.33654 0.57625 -0.98997
N -1.58410 1.19955 -1.55809
C 0.58412 0.42493 -2.19868
O 1.76346 0.53375 -2.11625
H 2.17545 -0.98584 2.17356
H 2.45175 -1.41797 0.51145
H -1.10208 0.64517 1.57646
H 0.35997 0.46547 2.72948
H -0.92879 -0.57158 2.57649
H 0.11735 -1.68707 -0.88358
H -1.38502 -1.07909 -0.09456
H 0.08168 1.31853 -0.31297
H -2.33762 0.79910 -0.98007
H -1.60645 2.07566 -1.04702
H 0.15317 0.29732 -3.22058
*
```

Mulliken population analysis, charges in e, atoms 1 to 2: atom 1 (C): -1.067, atom 2 (C): 0.884